Here is a 12-piece molecular cluster, C23H69N12O12 overall from the Open Molecules 2025 dataset. Energies are from ωB97M-V/def2-TZVPD.

Frontier orbital gap ... 0.194 Ha
2S+1 ... 1
Total charge ... -1

Each line ends with the Löwdin charge.
Positions of all 116 atoms, in Å:
C 0.329 0.405 -0.354  -0.14
C -0.630 -0.750 -0.537  -0.67
C -1.507 -0.556 -1.783  -0.12
O 0.097 -1.999 -0.661  -0.44
H 1.150 0.404 -1.071  0.05
H 0.879 0.284 0.579  0.05
H -0.194 1.360 -0.406  0.05
H -1.300 -0.624 0.313  0.09
H -2.238 -1.347 -1.947  0.05
H -0.904 -0.518 -2.690  0.05
H -2.005 0.407 -1.676  0.05
C 5.960 -1.405 -0.508  -0.80
O 7.130 -0.979 -0.596  -0.01
N 5.350 -1.433 0.613  0.15
N 5.230 -1.997 -1.374  0.17
H 5.884 -1.362 1.467  0.13
H 4.430 -1.844 0.687  0.11
H 5.606 -2.343 -2.245  0.13
H 4.275 -2.058 -1.052  0.12
C -6.366 -5.278 -3.209  -0.78
O -6.724 -4.152 -3.493  0.03
N -6.425 -6.359 -3.892  0.16
N -5.954 -5.529 -1.956  0.14
H -6.127 -7.231 -3.478  0.11
H -6.743 -6.335 -4.850  0.12
H -5.721 -6.452 -1.618  0.10
H -5.876 -4.762 -1.303  0.11
C -8.074 -1.579 1.848  -0.78
O -7.311 -2.510 1.946  0.05
N -8.263 -0.801 0.821  0.16
N -8.746 -1.077 2.877  0.14
H -7.578 -0.941 0.092  0.13
H -9.047 -0.165 0.856  0.11
H -9.372 -0.296 2.738  0.09
H -8.721 -1.464 3.809  0.11
C 0.082 -4.227 4.628  -0.78
O 0.176 -4.226 5.844  0.01
N -1.040 -3.935 4.074  0.16
N 1.012 -4.524 3.719  0.16
H -1.159 -3.894 3.072  0.12
H -1.840 -3.769 4.668  0.12
H 1.812 -5.138 3.778  0.11
H 0.714 -4.369 2.766  0.10
C 0.503 -5.054 -5.612  -0.83
O 0.852 -5.491 -6.648  0.06
N 1.272 -4.620 -4.628  0.15
N -0.726 -4.848 -5.228  0.16
H 0.912 -4.183 -3.791  0.11
H 2.249 -4.569 -4.877  0.11
H -0.809 -4.419 -4.317  0.11
H -1.468 -5.216 -5.806  0.12
C 5.610 5.457 -1.891  -0.82
O 6.538 6.113 -1.485  0.04
N 5.138 5.543 -3.079  0.16
N 5.093 4.419 -1.303  0.16
H 5.389 6.341 -3.647  0.12
H 4.322 5.036 -3.389  0.11
H 4.452 3.850 -1.837  0.11
H 5.535 4.032 -0.481  0.12
C 6.081 -7.244 -1.260  -0.09
C 5.468 -6.898 0.077  -0.34
O 4.080 -6.994 -0.152  -0.08
H 5.406 -6.796 -1.988  0.07
H 5.957 -8.325 -1.324  0.08
H 7.129 -6.968 -1.382  0.07
H 5.819 -6.016 0.612  0.11
H 5.659 -7.714 0.775  0.10
H 3.878 -6.170 -0.603  0.08
C 1.644 0.507 -7.325  -0.06
C 2.477 0.984 -6.152  -0.50
C 3.974 1.161 -6.528  -0.07
O 1.938 2.205 -5.729  -0.05
H 1.753 -0.559 -7.525  0.08
H 1.854 1.045 -8.249  0.08
H 0.625 0.753 -7.028  0.08
H 2.642 0.182 -5.434  0.13
H 4.379 0.170 -6.734  0.07
H 4.645 1.372 -5.695  0.07
H 4.228 1.776 -7.392  0.07
H 1.282 2.135 -5.031  0.10
C 0.778 7.401 0.115  -0.05
C -0.020 7.731 -1.163  -0.52
C -1.326 6.948 -1.291  -0.06
O -0.381 9.031 -0.972  -0.06
H 0.225 7.549 1.042  0.09
H 1.634 8.075 0.097  0.07
H 1.148 6.375 0.114  0.08
H 0.481 7.718 -2.131  0.13
H -2.019 7.018 -0.452  0.08
H -1.084 5.898 -1.456  0.08
H -1.914 7.327 -2.127  0.07
H 0.346 9.465 -0.520  0.08
C 2.536 1.461 6.628  -0.05
C 2.112 0.728 7.925  -0.53
C 0.596 0.679 8.088  -0.06
O 2.602 -0.549 7.935  -0.03
H 2.164 0.997 5.714  0.08
H 3.618 1.571 6.694  0.07
H 2.106 2.462 6.675  0.07
H 2.515 1.255 8.791  0.13
H 0.319 0.381 9.099  0.07
H 0.171 -0.106 7.462  0.08
H 0.067 1.611 7.890  0.08
H 2.038 -1.089 7.376  0.09
C -6.311 5.366 4.206  -0.09
C -5.215 4.413 4.777  -0.46
C -4.942 3.445 3.616  -0.06
O -4.050 5.140 5.143  -0.05
H -6.061 5.929 3.306  0.08
H -6.715 6.050 4.953  0.07
H -7.208 4.820 3.915  0.07
H -5.696 4.023 5.674  0.14
H -4.391 3.809 2.749  0.08
H -5.934 3.091 3.335  0.07
H -4.346 2.602 3.967  0.08
H -3.871 5.742 4.417  0.08


Here is a 2-piece molecular cluster, C31H25NO6 overall from the Open Molecules 2025 dataset. Energies are from ωB97M-V/def2-TZVPD.

Frontier orbital gap ... 0.113 Ha
2S+1 ... 1
ΔE to the lowest compared entry with this formula, charge and spin ... 5.7 kcal/mol

Each line ends with the Löwdin charge.
Positions of all 63 atoms, in Å:
C -3.530 2.955 -3.556  -0.08
C -3.608 1.625 -2.842  -0.28
O -2.343 1.130 -2.479  -0.02
C -2.500 -0.092 -1.879  -0.52
C -1.304 -0.780 -1.522  0.03
C -1.241 -2.050 -0.914  -0.44
O -0.152 -2.495 -0.554  0.00
C -2.450 -2.887 -0.663  -0.13
C -3.325 -3.245 -1.681  -0.01
C -4.432 -4.015 -1.411  0.01
C -4.684 -4.438 -0.118  -0.15
N -5.892 -5.206 0.180  -0.33
O -6.072 -5.590 1.342  0.05
O -6.681 -5.442 -0.743  0.05
C -3.795 -4.119 0.892  0.00
C -2.684 -3.355 0.621  0.00
O -3.608 -0.570 -1.664  0.03
H -4.520 3.306 -3.854  0.08
H -3.075 3.710 -2.914  0.07
H -2.908 2.877 -4.449  0.07
H -4.204 1.695 -1.918  0.13
H -4.077 0.857 -3.476  0.13
H -0.369 -0.277 -1.694  0.08
H -3.148 -2.866 -2.675  0.12
H -5.122 -4.283 -2.194  0.12
H -3.991 -4.465 1.893  0.11
H -1.974 -3.105 1.392  0.12
C 2.100 5.228 4.943  -0.08
O 1.537 5.306 3.656  -0.05
C 1.604 4.129 2.943  -0.21
C 1.109 4.120 1.622  0.03
C 1.193 3.007 0.839  0.01
C 1.762 1.816 1.331  -0.12
C 2.059 0.685 0.485  0.06
C 2.396 -0.622 0.993  -0.11
C 3.195 -1.301 0.047  -0.08
C 3.743 -2.543 0.360  0.02
C 3.436 -3.121 1.574  -0.03
C 2.591 -2.482 2.480  -0.05
C 2.080 -1.237 2.211  0.00
C 3.276 -0.463 -1.134  -0.08
C 2.529 0.716 -0.887  -0.09
C 2.456 1.696 -1.888  0.02
C 3.106 1.490 -3.081  -0.06
C 3.861 0.340 -3.302  -0.04
C 3.955 -0.638 -2.336  0.01
C 2.214 1.815 2.671  0.01
C 2.154 2.933 3.448  0.00
H 2.024 6.206 5.416  0.10
H 1.553 4.498 5.540  0.10
H 3.151 4.947 4.874  0.10
H 0.671 5.028 1.244  0.13
H 0.802 3.030 -0.160  0.11
H 4.400 -3.029 -0.340  0.12
H 3.855 -4.081 1.825  0.11
H 2.329 -2.980 3.399  0.11
H 1.421 -0.751 2.911  0.12
H 1.904 2.605 -1.730  0.10
H 3.037 2.230 -3.861  0.11
H 4.392 0.221 -4.232  0.11
H 4.554 -1.518 -2.487  0.12
H 2.683 0.931 3.064  0.11
H 2.557 2.911 4.445  0.10


Here is a 2-piece molecular cluster, C16H38O3P overall from the Open Molecules 2025 dataset. Energies are from ωB97M-V/def2-TZVPD.

Frontier orbital gap ... 0.243 Ha
2S+1 ... 1
ΔE to the lowest compared entry with this formula, charge and spin ... 0.0 kcal/mol
Total charge ... -1

Each line ends with the Löwdin charge.
Positions of all 58 atoms, in Å:
C 6.126 -0.847 1.520  -0.12
C 5.344 -1.612 0.437  -0.28
C 4.080 -0.863 0.002  -0.25
C 3.230 -1.548 -1.082  -0.23
C 2.930 -3.056 -0.950  -0.27
C 1.658 -3.499 -0.195  -0.35
P 1.247 -2.786 1.504  0.52
O 0.784 -2.083 3.082  -0.37
C -0.349 -1.292 2.915  -0.29
C -1.303 -2.080 1.997  -0.38
C -2.357 -1.279 1.188  -0.33
C -3.638 -2.115 1.091  -0.09
C -2.688 0.153 1.643  -0.22
C -1.666 1.237 1.255  -0.11
O -0.499 -2.808 1.115  -0.32
H 7.078 -0.449 1.152  0.06
H 5.546 0.003 1.895  0.06
H 6.350 -1.482 2.382  0.06
H 5.987 -1.778 -0.441  0.10
H 5.065 -2.599 0.810  0.08
H 4.392 0.119 -0.387  0.10
H 3.465 -0.671 0.885  0.08
H 3.742 -1.382 -2.042  0.09
H 2.266 -1.024 -1.153  0.10
H 3.810 -3.567 -0.537  0.08
H 2.843 -3.437 -1.980  0.09
H 1.723 -4.586 -0.035  0.06
H 0.783 -3.335 -0.839  0.06
H 1.098 -4.096 2.089  0.00
H 2.648 -2.734 1.872  -0.01
H 1.297 -1.426 0.985  0.02
H -0.089 -0.313 2.488  0.08
H -0.819 -1.111 3.895  0.11
H -1.856 -2.784 2.651  0.13
H -1.937 -1.214 0.174  0.13
H -4.405 -1.629 0.473  0.06
H -4.067 -2.280 2.089  0.07
H -3.420 -3.096 0.660  0.08
H -2.863 0.166 2.728  0.11
H -3.651 0.418 1.185  0.09
H -2.170 2.151 0.920  0.04
H -1.013 1.523 2.082  0.06
H -1.025 0.886 0.440  0.07
C -3.357 5.699 -3.778  -0.09
C -2.149 5.293 -2.949  -0.29
O -2.464 4.871 -1.638  -0.16
C -3.308 3.733 -1.544  -0.28
C -2.760 2.489 -2.220  -0.08
H -3.946 6.451 -3.250  0.08
H -3.024 6.123 -4.727  0.07
H -4.004 4.851 -4.004  0.06
H -1.488 6.149 -2.811  0.12
H -1.573 4.524 -3.477  0.11
H -4.306 3.966 -1.936  0.11
H -3.415 3.560 -0.474  0.10
H -2.707 2.601 -3.304  0.06
H -3.412 1.641 -2.005  0.08
H -1.764 2.253 -1.846  0.08


Here is a 3-piece molecular cluster, C4H10O3 overall from the Open Molecules 2025 dataset. Energies are from ωB97M-V/def2-TZVPD.

Frontier orbital gap ... 0.323 Ha
2S+1 ... 1
SMILES ... C=CC(=C)O.O.O
ΔE to the lowest compared entry with this formula, charge and spin ... 67.4 kcal/mol

Each line ends with the Löwdin charge.
Positions of all 17 atoms, in Å:
C 1.221 -0.713 0.584  0.02
C 1.610 0.454 0.074  -0.11
C 1.015 0.985 -1.202  -0.43
C 1.600 0.978 -2.393  0.05
O -0.332 1.175 -1.097  0.02
H 0.700 -1.475 0.023  0.07
H 1.277 -0.980 1.631  0.05
H 2.554 0.948 0.272  0.11
H 1.111 1.396 -3.262  0.06
H 2.588 0.556 -2.479  0.06
H -0.571 1.532 -0.228  0.05
O -1.244 1.563 1.517  -0.05
H -1.728 1.725 2.336  0.06
H -1.103 0.604 1.517  0.04
O -2.776 -2.712 0.544  -0.07
H -3.283 -2.414 1.318  0.04
H -2.637 -3.622 0.842  0.03


Here is C15H25O3SeY as an isolated structure from the Open Molecules 2025 dataset. Energies are from ωB97M-V/def2-TZVPD.

Frontier orbital gap ... 0.271 Ha
2S+1 ... 1
ΔE to the lowest compared entry with this formula, charge and spin ... 0.0 kcal/mol
Total charge ... +2

Each line ends with the Löwdin charge.
Positions of all 45 atoms, in Å:
Y 7.531 4.585 10.234  1.50
C 4.436 4.069 10.430  -0.04
O 5.517 4.008 9.518  -0.36
C 5.071 4.200 8.121  -0.09
C 5.756 5.455 7.602  -0.08
O 7.179 5.244 7.949  -0.30
C 8.379 5.160 7.022  -0.05
C 9.573 5.214 7.974  -0.16
O 9.468 4.173 8.987  -0.35
C 10.764 3.480 9.336  0.04
H 4.089 5.119 10.566  0.13
H 4.878 3.770 11.378  0.10
H 3.679 3.368 10.182  0.11
H 4.004 4.328 8.081  0.14
H 5.339 3.289 7.541  0.16
H 5.413 6.332 8.105  0.13
H 5.639 5.556 6.504  0.16
H 8.372 5.921 6.257  0.15
H 8.340 4.197 6.546  0.13
H 9.558 6.160 8.510  0.11
H 10.513 5.158 7.349  0.17
H 10.489 2.901 10.170  0.06
H 11.494 4.225 9.675  0.12
H 11.109 2.988 8.457  0.10
C 7.902 5.100 16.876  0.00
C 7.769 4.952 15.406  -0.21
C 8.724 4.520 14.487  0.01
C 8.730 4.920 13.162  -0.34
C 10.005 4.501 12.455  -0.08
C 7.695 5.682 12.630  -0.64
Se 7.983 7.039 11.200  0.70
C 6.576 5.828 13.489  -0.28
C 5.180 6.288 13.130  -0.06
C 6.649 5.481 14.815  -0.01
H 6.974 5.213 17.368  0.08
H 8.425 6.061 17.022  0.12
H 8.610 4.383 17.307  0.10
H 9.527 3.894 14.802  0.13
H 10.051 3.460 12.274  0.06
H 10.840 4.638 13.222  0.13
H 10.296 5.091 11.541  0.07
H 4.527 5.461 13.286  0.07
H 5.096 6.606 12.080  0.05
H 4.709 7.044 13.757  0.10
H 5.793 5.643 15.428  0.13


Number 1: DFT total energy -67421.3468 eV, HOMO energy -0.132 hartree. Number 2: DFT total energy -46321.9806 eV, HOMO energy -0.236 hartree. Number 3: DFT total energy -32638.9584 eV, HOMO energy -0.149 hartree. Number 4: DFT total energy -10450.3200 eV, HOMO energy -0.311 hartree. Number 5: DFT total energy -88477.2032 eV, HOMO energy -0.526 hartree.